[1]
20
Properties=species:S:1:pos:R:3:lowdin_charge:R:1 method="wB97M-V/def2-TZVPD" orbital_gap_ev=9.2 relative_energy_kcal_mol=86.0 lumo_energy_ev=1.15 total_energy_ev=-9393.120 max_force_ev_per_a=2.397
C -0.719 -0.500 -0.655 -0.2237
C 0.631 -1.517 0.178 -0.2191
C 0.550 -1.079 -1.231 -0.1104
C -2.057 1.561 -0.022 -0.0272
C 1.841 -1.231 1.020 -0.0827
C -0.714 0.842 0.044 -0.6115
N 0.447 1.715 -0.106 0.0943
N -0.587 -0.268 0.893 0.0849
H -1.641 -0.988 -0.948 0.1312
H 0.207 -2.503 0.368 0.1398
H 0.192 2.655 -0.393 0.0676
H 0.929 1.777 0.786 0.0750
H 1.281 -0.337 -1.551 0.1084
H 0.366 -1.847 -1.979 0.1136
H -2.879 0.884 0.224 0.0795
H -2.071 2.381 0.702 0.0748
H -2.234 1.975 -1.019 0.0794
H 1.597 -1.270 2.082 0.0772
H 2.598 -1.999 0.807 0.0818
H 2.263 -0.252 0.800 0.0670

[2]
86
Properties=species:S:1:pos:R:3:lowdin_charge:R:1 method="wB97M-V/def2-TZVPD" orbital_gap_ev=9.4 lumo_energy_ev=0.37 total_energy_ev=-49900.489 max_force_ev_per_a=7.184
C -1.798 0.833 3.179 -0.0921
C -3.144 0.806 3.886 -0.2644
O -2.990 -0.277 4.817 0.1594
C -1.758 -0.814 4.759 -0.5288
O -1.279 -1.617 5.581 0.1345
O -1.144 -0.167 3.834 0.0276
F -4.022 0.483 2.967 0.1037
H -1.406 1.836 3.349 0.1101
H -1.762 0.662 2.103 0.0986
H -3.475 1.713 4.392 0.1761
C 3.266 -0.125 3.064 -0.1639
C 2.764 -1.314 2.326 -0.1333
C 2.144 -2.224 3.472 -0.1690
O 1.483 -1.194 4.203 -0.1364
C 2.461 -0.187 4.317 -0.2225
H 3.026 0.729 2.430 0.1037
H 4.332 -0.085 3.288 0.1212
H 3.532 -1.927 1.854 0.1253
H 1.973 -0.961 1.663 0.0494
H 2.825 -2.845 4.054 0.1457
H 1.362 -2.816 2.997 0.0646
H 3.067 -0.381 5.202 0.1280
H 2.056 0.769 4.649 0.1000
C -1.382 2.712 -3.119 -0.1187
C -2.247 1.875 -2.082 -0.2279
C -2.739 0.755 -2.933 -0.1756
O -2.802 1.250 -4.265 -0.1645
C -2.333 2.639 -4.301 -0.1688
H -0.481 2.134 -3.328 0.0691
H -1.263 3.731 -2.753 0.1198
H -2.974 2.520 -1.588 0.1208
H -1.605 1.454 -1.307 0.0342
H -3.730 0.371 -2.691 0.1349
H -1.933 0.028 -3.040 0.1170
H -3.275 3.131 -4.060 0.1198
H -1.951 3.010 -5.252 0.1235
C 0.946 0.328 -6.131 -0.1811
C 0.622 0.966 -4.816 -0.1504
C 1.250 -0.041 -3.904 -0.2049
O 2.439 -0.499 -4.649 -0.1589
C 2.314 -0.258 -6.053 -0.1910
H 0.830 0.930 -7.031 0.1186
H 0.265 -0.486 -6.379 0.1216
H -0.357 1.343 -4.520 0.0674
H 1.257 1.850 -4.761 0.1369
H 0.756 -1.012 -3.875 0.1104
H 1.542 0.400 -2.951 0.1126
H 2.365 -1.254 -6.493 0.1200
H 3.149 0.293 -6.486 0.1182
C -0.111 -0.621 1.058 -0.1556
C 0.836 -1.127 -0.060 -0.1420
C 0.343 -0.288 -1.221 -0.1379
O -1.098 -0.202 -1.016 -0.2019
C -1.472 -0.633 0.302 -0.1204
H 0.305 0.316 1.429 0.1119
H -0.171 -1.329 1.885 0.0754
H 0.786 -2.190 -0.296 0.1064
H 1.913 -1.088 0.106 0.1021
H 0.468 -0.770 -2.190 0.0666
H 0.652 0.748 -1.077 0.1445
H -1.838 -1.660 0.312 0.1521
H -2.184 -0.023 0.859 0.1139
C 0.611 1.921 3.363 -0.1176
O -0.163 2.817 2.495 -0.1567
H 0.148 1.971 4.349 0.1054
H 0.561 0.866 3.096 0.0530
H 1.646 2.261 3.315 0.0907
H -0.217 2.464 1.604 -0.1244
C 1.900 -2.780 -2.417 -0.1545
O 2.579 -3.991 -2.715 -0.0879
H 2.280 -1.974 -3.044 0.0693
H 0.832 -2.965 -2.537 0.1032
H 2.105 -2.401 -1.416 0.0547
H 2.048 -4.705 -2.356 0.0751
C -0.383 -2.801 3.294 -0.1737
O -1.281 -3.511 4.120 -0.0894
H 0.574 -2.539 3.746 0.0236
H -0.330 -3.299 2.326 0.1159
H -0.912 -1.879 3.055 0.0618
H -1.893 -2.913 4.555 0.0416
C -1.648 2.485 0.162 -0.0745
O -0.716 1.662 0.879 -0.1937
H -1.294 3.094 -0.670 0.0972
H -2.505 1.896 -0.163 0.0880
H -1.905 3.283 0.859 0.1224
H -0.641 0.839 0.390 0.0147

[3]
31
Properties=species:S:1:pos:R:3:lowdin_charge:R:1 method="wB97M-V/def2-TZVPD" orbital_gap_ev=10.7 relative_energy_kcal_mol=0.0 lumo_energy_ev=-2.46 total_energy_ev=-19716.837 max_force_ev_per_a=0.636 total_charge=+1
N -1.651 -0.366 -1.604 0.2160
C -0.323 -0.456 -0.952 -0.1902
C -0.508 -1.306 0.311 -0.1760
O -1.609 -0.785 1.039 -0.0461
C 0.577 -1.150 -1.971 -0.4489
N 1.901 -0.981 -1.895 0.0612
C 2.606 -0.155 -0.921 -0.0399
O 0.033 -1.862 -2.808 0.0622
H -1.748 0.457 -2.215 0.1297
H -2.372 -0.314 -0.878 0.1594
H -1.740 -1.219 -2.175 0.1602
H 0.025 0.527 -0.645 0.1342
H -0.804 -2.322 0.036 0.1443
H 0.395 -1.373 0.912 0.1168
H -1.306 -0.088 1.638 0.0688
H 2.426 -1.487 -2.591 0.1579
H 3.652 -0.105 -1.205 0.0972
H 2.529 -0.601 0.070 0.0718
H 2.212 0.858 -0.868 0.0882
H 1.425 0.725 1.985 0.0103
H 0.118 1.558 2.105 0.0018
O 0.783 1.247 1.468 -0.0724
H -1.359 1.490 4.231 0.0700
H -1.705 2.640 3.267 0.0718
O -1.308 1.761 3.308 -0.0324
H 3.244 -0.966 2.751 0.0646
H 2.233 -0.685 3.881 0.0647
O 2.343 -0.669 2.925 -0.0428
H -3.600 1.469 -3.698 0.0681
H -3.294 2.549 -2.658 0.0688
O -3.176 1.608 -2.843 -0.0396